Record 1
Entry from the OMol25 dataset: C59H50FNO4P2PdTe as an isolated structure (wB97M-V/def2-TZVPD).

**Lowest unoccupied orbital energy**: -6.22 eV
**Total energy**: -3812.0948 Ha
**Net charge**: +2

Geometry as XYZ:
```
119
C59H50FNO4P2PdTe, DFT wB97M-V/def2-TZVPD
Pd 0.85 1.29 0.59
C -6.80 0.16 1.84
C -6.51 0.30 0.36
C -7.25 -0.70 -0.51
C -6.79 -2.12 -0.19
C -5.29 -2.22 -0.31
C -4.68 -3.42 -0.55
C -3.29 -3.49 -0.70
F -2.73 -4.69 -0.91
C -2.50 -2.38 -0.69
C -3.10 -1.13 -0.46
C -2.33 0.08 -0.48
O -1.09 0.03 -0.98
C -2.90 1.23 0.05
C -4.26 1.22 0.29
N -5.04 0.17 0.11
C -4.48 -1.06 -0.21
C -2.15 2.50 0.42
O -2.79 3.46 0.79
O -0.86 2.45 0.32
H -7.88 0.20 2.01
H -6.34 0.97 2.41
H -6.43 -0.79 2.24
H -6.76 1.31 0.03
H -7.07 -0.48 -1.56
H -8.32 -0.59 -0.33
H -7.25 -2.83 -0.88
H -7.11 -2.41 0.81
H -5.26 -4.33 -0.64
H -1.43 -2.46 -0.83
H -4.73 2.14 0.63
O 3.02 0.15 3.01
C 2.53 0.79 4.11
C 3.26 1.34 5.15
C 2.56 1.89 6.22
C 1.17 1.89 6.24
C 0.46 1.39 5.16
C 1.14 0.87 4.07
P 0.37 0.26 2.55
C 0.62 -1.52 2.47
C 0.74 -2.15 1.23
C 0.87 -3.53 1.17
C 0.89 -4.28 2.34
C 0.78 -3.65 3.58
C 0.64 -2.27 3.64
C -1.40 0.49 2.87
C -2.25 -0.61 2.94
C -3.58 -0.43 3.32
C -4.05 0.84 3.62
C -3.21 1.95 3.49
C -1.89 1.77 3.12
C 4.31 0.05 2.59
C 5.37 -0.38 3.37
C 6.61 -0.51 2.76
C 6.79 -0.25 1.41
C 5.71 0.13 0.63
C 4.45 0.29 1.22
P 3.03 0.79 0.21
C 3.36 2.47 -0.40
C 2.82 3.54 0.32
C 3.04 4.84 -0.10
C 3.80 5.08 -1.24
C 4.37 4.02 -1.94
C 4.15 2.72 -1.52
C 3.12 -0.40 -1.14
C 3.34 -1.74 -0.78
C 3.40 -2.72 -1.75
C 3.25 -2.39 -3.09
C 3.04 -1.07 -3.45
C 2.95 -0.08 -2.48
H 4.34 1.35 5.14
H 3.12 2.32 7.05
H 0.65 2.30 7.10
H -0.62 1.43 5.17
H 0.73 -1.57 0.33
H 0.97 -4.03 0.21
H 1.00 -5.36 2.30
H 0.80 -4.23 4.49
H 0.56 -1.78 4.61
H -1.88 -1.61 2.75
H -4.23 -1.29 3.42
H -5.06 0.98 3.96
H -3.58 2.94 3.69
H -1.24 2.64 3.02
H 5.23 -0.64 4.40
H 7.46 -0.84 3.35
H 7.76 -0.37 0.95
H 5.84 0.30 -0.43
H 2.28 3.38 1.23
H 2.62 5.67 0.46
H 3.98 6.10 -1.57
H 4.99 4.21 -2.80
H 4.61 1.90 -2.06
H 3.49 -2.01 0.26
H 3.58 -3.75 -1.46
H 3.32 -3.16 -3.85
H 2.94 -0.80 -4.50
H 2.77 0.94 -2.78
C 1.04 -0.89 -7.99
C 0.67 -0.38 -6.62
C -0.08 -1.16 -5.74
C -0.43 -0.71 -4.47
C -1.20 -1.60 -3.55
C -0.02 0.57 -4.08
Te -0.45 1.58 -2.27
C 0.72 1.39 -4.96
C 1.13 2.81 -4.62
C 1.05 0.89 -6.21
H 0.60 -1.87 -8.18
H 2.12 -0.97 -8.09
H 0.70 -0.20 -8.76
H -0.40 -2.14 -6.05
H -1.55 -2.50 -4.05
H -2.08 -1.08 -3.15
H -0.57 -1.89 -2.70
H 0.40 3.35 -4.01
H 1.21 3.40 -5.54
H 2.09 2.85 -4.11
H 1.60 1.53 -6.90
```

Atomic partial charges in e from the Löwdin method, atoms 1 to 99: 0.573, -0.015, -0.273, -0.121, -0.113, -0.112, 0.086, -0.239, 0.099, 0.058, -0.055, -0.273, -0.419, -0.048, 0.059, 0.059, -0.052, -0.653, 0.092, -0.308, 0.105, 0.064, 0.084, 0.156, 0.135, 0.133, 0.132, 0.128, 0.146, 0.112, 0.164, -0.067, -0.253, 0.016, -0.035, -0.052, -0.050, -0.253, 1.068, -0.360, -0.114, -0.065, -0.049, -0.048, -0.068, -0.337, -0.061, -0.059, -0.071, -0.044, -0.121, -0.249, 0.011, -0.034, -0.047, -0.055, -0.248, 1.041, -0.353, -0.106, -0.050, -0.046, -0.053, -0.093, -0.347, -0.102, -0.056, -0.046, -0.050, -0.106, 0.116, 0.122, 0.117, 0.105, 0.073, 0.112, 0.116, 0.117, 0.121, 0.109, 0.114, 0.104, 0.128, 0.128, 0.127, 0.121, 0.118, 0.118, 0.088, 0.119, 0.118, 0.118, 0.103, 0.111, 0.116, 0.117, 0.111, 0.071, -0.033

***

Record 2
Entry from the OMol25 dataset: C59H51GeN5O4PdS as an isolated structure at a distorted geometry (wB97M-V/def2-TZVPD).

**Lowest unoccupied orbital energy**: -0.95 eV
**Total energy**: -5456.6794 Ha
**Energy above the lowest of the compared OMol25 structures with the same formula, charge and spin**: 13.87 kcal/mol

Geometry as XYZ:
```
122
C59H51GeN5O4PdS, DFT wB97M-V/def2-TZVPD
Pd -1.24 0.31 1.89
C -2.14 7.19 -9.79
O -3.16 6.41 -9.20
C -2.90 5.82 -8.00
C -1.70 5.94 -7.32
C -1.54 5.30 -6.10
C -2.57 4.54 -5.54
C -3.77 4.44 -6.25
C -3.94 5.07 -7.46
C -2.35 3.89 -4.25
N -1.23 3.93 -3.57
C -1.48 3.19 -2.44
C -2.77 2.70 -2.44
N -3.32 3.16 -3.61
C -3.33 1.93 -1.37
C -4.66 1.50 -1.26
C -5.05 0.82 -0.14
C -4.10 0.54 0.87
N -2.85 0.92 0.77
C -2.46 1.63 -0.32
C -1.10 2.11 -0.32
N -0.36 1.78 0.77
C 0.85 2.27 0.90
C 1.42 3.11 -0.06
C 0.71 3.42 -1.20
C -0.60 2.92 -1.34
H -2.55 7.56 -10.72
H -1.25 6.59 -9.99
H -1.87 8.03 -9.15
H -0.88 6.52 -7.72
H -0.61 5.39 -5.56
H -4.60 3.85 -5.86
H -4.87 4.99 -8.01
H -4.24 2.97 -3.95
H -5.37 1.70 -2.05
H -6.06 0.47 -0.01
H -4.38 -0.02 1.75
H 1.37 1.99 1.81
H 2.42 3.49 0.10
H 1.12 4.05 -1.97
C -0.91 -3.09 2.02
C -1.85 -2.43 2.97
C -2.57 -3.01 4.00
C -3.31 -1.99 4.62
C -3.02 -0.82 3.96
C -3.45 0.58 4.30
N -2.16 -1.10 2.92
H -0.14 -3.65 2.55
H -0.41 -2.36 1.38
H -1.42 -3.79 1.36
H -2.54 -4.06 4.27
H -3.96 -2.07 5.48
H -4.05 0.56 5.21
H -4.05 1.06 3.52
H -2.59 1.23 4.48
O -4.30 -1.96 0.45
S -3.71 -3.29 0.10
C -4.91 -4.08 -0.99
C -6.13 -3.46 -1.20
C -7.08 -4.08 -1.99
C -6.81 -5.31 -2.56
C -5.59 -5.94 -2.34
C -4.64 -5.33 -1.54
C -2.48 -2.92 -1.16
C -1.47 -3.82 -1.46
C -0.50 -3.47 -2.39
C -0.53 -2.22 -2.99
C -1.53 -1.31 -2.66
C -2.51 -1.66 -1.75
H -6.30 -2.50 -0.73
H -8.04 -3.60 -2.16
H -7.56 -5.79 -3.18
H -5.39 -6.90 -2.78
H -3.69 -5.82 -1.35
H -1.43 -4.78 -0.96
H 0.29 -4.17 -2.63
H 0.24 -1.95 -3.70
H -1.54 -0.33 -3.12
H -3.29 -0.97 -1.46
O 2.12 -0.70 3.99
C 1.39 -0.46 3.04
O 0.32 0.27 3.14
C 1.81 -0.97 1.67
C 3.23 -0.53 1.28
Ge 4.63 -0.68 2.65
C 4.64 0.74 3.99
C 5.38 0.61 5.16
C 5.41 1.63 6.10
C 4.70 2.80 5.88
C 3.96 2.95 4.72
C 3.93 1.92 3.78
C 4.74 -2.47 3.43
C 5.29 -3.50 2.68
C 5.35 -4.80 3.18
C 4.88 -5.06 4.46
C 4.34 -4.04 5.22
C 4.26 -2.75 4.71
C 6.32 -0.46 1.65
C 6.36 -0.02 0.33
C 7.56 0.16 -0.34
C 8.76 -0.11 0.31
C 8.74 -0.56 1.62
C 7.53 -0.73 2.28
H 1.09 -0.67 0.90
H 1.79 -2.06 1.72
H 3.24 0.48 0.86
H 3.58 -1.18 0.47
H 5.93 -0.30 5.36
H 5.98 1.51 7.01
H 4.71 3.60 6.62
H 3.40 3.86 4.54
H 3.35 2.05 2.88
H 5.68 -3.30 1.69
H 5.78 -5.59 2.58
H 4.93 -6.07 4.85
H 3.96 -4.25 6.21
H 3.80 -1.97 5.29
H 5.43 0.20 -0.20
H 7.57 0.50 -1.37
H 9.70 0.02 -0.21
H 9.67 -0.77 2.13
H 7.54 -1.09 3.31
```

Atomic partial charges in e from the Löwdin method, atoms 1 to 99: 1.060, -0.075, -0.073, -0.281, -0.005, -0.012, -0.159, -0.026, 0.005, -0.258, 0.191, -0.169, -0.128, 0.186, -0.081, 0.011, -0.024, -0.118, 0.023, -0.139, -0.133, 0.000, -0.084, -0.015, 0.026, -0.068, 0.094, 0.096, 0.097, 0.105, 0.115, 0.105, 0.123, 0.147, 0.118, 0.120, 0.100, 0.101, 0.115, 0.123, -0.054, -0.380, -0.078, -0.078, -0.391, -0.061, -0.082, 0.088, 0.041, 0.027, 0.092, 0.089, 0.074, 0.043, 0.068, -0.508, 1.043, -0.357, -0.071, -0.075, -0.084, -0.076, -0.080, -0.356, -0.092, -0.069, -0.076, -0.066, -0.061, 0.100, 0.104, 0.103, 0.106, 0.106, 0.110, 0.108, 0.105, 0.101, 0.090, 0.032, -0.632, -0.163, -0.191, -0.247, 1.013, -0.262, -0.104, -0.087, -0.096, -0.086, -0.104, -0.261, -0.113, -0.098, -0.100, -0.084, -0.102, -0.264, -0.113

***

Calculated highest occupied orbital energy in order - -12.5 -6.4 eV